(1)
{"formula": "C4H5N5", "method": "ωB97M-V/def2-TZVPD", "charge": 0, "smiles": "[H]/N=C(/N)c1cnnnc1", "lumo_ev": -0.20, "e_homo_ev": -9.66, "multiplicity": 1, "symbols": ["C", "C", "C", "C", "H", "H", "H", "H", "H", "N", "N", "N", "N", "N"], "xyz": [[0.747, 1.102, -1.103], [-0.009, 0.095, -0.176], [-0.137, -1.290, -0.402], [-0.359, 0.567, 1.071], [2.541, 0.112, -0.804], [2.486, 1.321, -2.027], [-0.771, 2.249, -1.373], [0.125, -1.764, -1.315], [-0.306, 1.679, 1.190], [1.989, 0.667, -1.409], [0.208, 2.164, -1.607], [-0.771, -2.000, 0.530], [-1.236, -1.483, 1.630], [-0.979, -0.267, 1.997]]}



(2)
{"formula": "C4H5NO", "method": "ωB97M-V/def2-TZVPD", "charge": 0, "lumo_ev": [-0.37, -0.37], "e_homo_ev": [-8.47, -8.47], "multiplicity": 1, "symbols": ["O", "C", "C", "C", "C", "N", "H", "H", "H", "H", "H"], "xyz": [[1.439, 1.029, 0.351], [0.316, 0.474, -0.200], [-0.133, -1.047, 0.040], [0.498, -0.613, -1.232], [-0.879, 0.910, 0.345], [-1.583, 0.841, 1.349], [1.307, 1.072, 1.312], [-1.282, -0.115, 1.692], [-1.209, -1.152, -0.157], [1.566, -0.808, -1.323], [-0.041, -0.591, -2.177]]}



(3)
{"formula": "C4H5NO", "method": "ωB97M-V/def2-TZVPD", "charge": 0, "lumo_ev": -0.29, "e_homo_ev": -8.63, "multiplicity": 1, "symbols": ["O", "C", "C", "C", "N", "C", "H", "H", "H", "H", "H"], "xyz": [[1.990, -0.743, 0.838], [0.908, -0.278, 0.580], [-0.595, -0.666, 0.629], [-0.870, 0.333, -0.465], [0.167, 1.405, -0.355], [0.417, 0.319, -1.133], [-0.730, -1.697, 0.291], [-1.044, -0.532, 1.622], [-1.845, 0.649, -0.821], [0.692, 0.950, 0.905], [0.910, 0.260, -2.091]]}



(4)
{"formula": "C4H5NO", "method": "ωB97M-V/def2-TZVPD", "charge": 0, "smiles": "CN=C=O.C#C", "lumo_ev": 0.84, "e_homo_ev": -10.32, "multiplicity": 1, "symbols": ["C", "C", "N", "C", "C", "O", "H", "H", "H", "H", "H"], "xyz": [[2.064, 0.401, 0.265], [0.186, -0.755, -0.135], [0.603, 0.359, 0.129], [-2.440, 0.739, -0.070], [-2.602, -0.426, -0.320], [-0.169, -1.842, -0.388], [2.382, -0.271, 1.069], [2.373, 1.417, 0.496], [2.536, 0.076, -0.668], [-2.283, 1.771, 0.152], [-2.654, -1.471, -0.537]]}



(5)
{"formula": "C4H5NO", "method": "ωB97M-V/def2-TZVPD", "charge": 0, "smiles": "C#CC(=C)N=O.[H][H]", "lumo_ev": [-1.03, -1.03], "e_homo_ev": [-9.53, -9.53], "multiplicity": 1, "symbols": ["C", "C", "N", "O", "C", "C", "H", "H", "H", "H", "H"], "xyz": [[-0.668, -0.957, -0.132], [0.302, -0.080, -0.401], [0.018, 1.198, -1.080], [-1.158, 1.427, -1.208], [1.691, -0.282, -0.119], [2.863, -0.442, 0.108], [-1.692, -0.718, -0.403], [-0.455, -1.907, 0.347], [-2.477, 1.045, 1.632], [-2.327, 1.304, 0.951], [3.903, -0.588, 0.306]]}



(6)
{"formula": "C4H5NO", "method": "ωB97M-V/def2-TZVPD", "charge": 0, "smiles": "Cc1cnoc1", "lumo_ev": 0.93, "e_homo_ev": -9.59, "multiplicity": 1, "symbols": ["C", "C", "C", "O", "N", "C", "H", "H", "H", "H", "H"], "xyz": [[-1.502, -0.153, 0.013], [-0.025, 0.032, 0.159], [0.890, -0.966, 0.183], [2.117, -0.503, -0.072], [2.052, 0.858, -0.241], [0.793, 1.176, -0.086], [-1.915, -0.883, 0.717], [-2.056, 0.783, 0.101], [-1.662, -0.541, -0.999], [0.790, -2.029, 0.354], [0.518, 2.225, -0.129]]}



What are the ΔE to the lowest compared entry with this formula, charge and spin values for these records? In order: 35.13; 141.22; 134.78; 60.67; 135.03; 36.96 kcal/mol.